# 1
Density functional theory data (wB97M-V/def2-TZVPD) for an isolated ion of composition C7H12N3O and charge +1 in a non-equilibrium geometry.

As for the energy above the lowest of the compared OMol25 structures with the same formula, charge and spin: 113.3 kcal/mol. The structure (SMILES) is C[N+](C)(C)C(=O)n1ccnc1. Its HOMO energy is -0.50175 hartree. For the LUMO energy, the calculation gives -4.663 eV. As for the frontier orbital gap: 9.0 eV. As for the charge: +1.

Atoms and positions in Å:
C1 -0.767 0.385 1.299
N1 -0.513 -0.377 0.022
C2 -1.674 -1.337 0.029
C3 -0.457 0.303 -1.263
C4 0.800 -1.009 0.017
O1 0.729 -2.461 0.023
N2 1.929 -0.357 -0.105
C5 2.259 1.002 0.042
C6 3.600 1.046 0.068
N3 4.122 -0.217 0.019
C7 3.193 -1.064 -0.131
H1 -0.038 1.052 1.710
H2 -1.692 1.055 1.374
H3 -1.013 -0.158 2.306
H4 -2.622 -0.667 0.038
H5 -1.797 -1.861 -0.868
H6 -1.532 -2.068 0.902
H7 -1.478 0.446 -1.795
H8 -0.034 1.277 -1.083
H9 0.098 -0.327 -1.949
H10 1.452 1.584 0.327
H11 4.275 1.900 0.266
H12 3.339 -2.105 -0.320

# 2
Density functional theory data (wB97M-V/def2-TZVPD) for a 2-piece molecular cluster, C3H10NO2 overall in a non-equilibrium geometry.

As for the energy above the lowest of the compared OMol25 structures with the same formula, charge and spin: 21.3 kcal/mol. Its HOMO energy is -0.09658 hartree. For the LUMO energy, the calculation gives 3.916 eV. As for the frontier orbital gap: 6.5 eV. As for the charge: -1.

Atoms and positions in Å:
C1 0.391 -1.118 0.964
N1 0.435 0.228 0.405
C2 -0.536 0.436 -0.682
C3 -1.943 0.792 -0.177
O1 -2.014 1.856 0.642
H1 1.190 -1.205 1.715
H2 -0.554 -1.369 1.435
H3 0.714 -1.859 0.223
H4 0.057 0.868 1.114
H5 -0.169 1.202 -1.358
H6 -0.630 -0.508 -1.248
H7 -2.504 0.818 -1.158
H8 -2.446 -0.101 0.274
H9 2.147 0.322 -0.233
H10 2.833 -0.567 -1.237
O2 3.030 0.205 -0.679

# 3
Density functional theory data (wB97M-V/def2-TZVPD) for C15H20Br2N2O2PtS as an isolated structure.

As for the energy above the lowest of the compared OMol25 structures with the same formula, charge and spin: 1.6 kcal/mol. Its HOMO energy (alpha / beta) is -0.51592 / -0.51591 hartree. For the LUMO energy (alpha / beta), the calculation gives -6.499 / -9.477 eV. As for the frontier orbital gap (alpha / beta): 7.5 / 4.6 eV. Its spin multiplicity is 3. As for the charge: +2.

Atoms and positions in Å:
Pt1 -0.652 -1.752 0.502
Br1 -1.996 -0.270 2.457
C1 -0.682 -0.818 3.762
Br2 0.660 -1.949 2.932
H1 -1.179 -1.388 4.537
H2 -0.190 0.068 4.144
C2 1.722 -3.377 -0.837
O1 0.298 -3.206 -1.004
C3 -0.460 -4.431 -0.946
C4 -0.836 -4.744 0.473
O2 -1.641 -3.638 0.939
C5 -2.374 -3.927 2.151
H3 2.090 -4.069 -1.593
H4 1.962 -3.757 0.158
H5 2.179 -2.402 -0.984
H6 0.109 -5.250 -1.388
H7 -1.356 -4.260 -1.540
H8 0.038 -4.850 1.122
H9 -1.421 -5.663 0.518
H10 -2.975 -4.818 1.988
H11 -3.026 -3.083 2.347
H12 -1.687 -4.091 2.982
S1 2.100 3.560 -2.335
C6 1.355 2.155 -1.538
C7 0.555 1.273 -2.259
C8 0.004 0.183 -1.624
N1 0.210 -0.058 -0.316
C9 0.986 0.785 0.390
C10 1.573 1.888 -0.186
C11 1.008 4.805 -1.641
C12 -0.127 5.178 -2.340
C13 -0.950 6.144 -1.770
N2 -0.699 6.721 -0.597
C14 0.411 6.365 0.045
C15 1.302 5.412 -0.433
H13 0.364 1.434 -3.311
H14 -0.619 -0.519 -2.163
H15 1.142 0.554 1.434
H16 2.201 2.535 0.411
H17 -0.360 4.744 -3.303
H18 -1.848 6.467 -2.284
H19 0.603 6.870 0.985
H20 2.207 5.179 0.112

# 4
Density functional theory data (wB97M-V/def2-TZVPD) for one molecule with the formula C5H6O in a non-equilibrium geometry.

As for the energy above the lowest of the compared OMol25 structures with the same formula, charge and spin: 72.6 kcal/mol. The structure (SMILES) is O=C1C[C@H]2C[C@@H]12. Its HOMO energy is -0.33608 hartree. For the LUMO energy, the calculation gives 0.985 eV. As for the frontier orbital gap: 10.1 eV.

Atoms and positions in Å:
O1 -1.105 2.314 0.062
C1 -0.644 1.208 0.013
C2 -1.099 -0.127 -0.616
C3 0.003 -0.800 0.254
C4 1.423 -0.197 -0.215
C5 0.482 0.523 0.713
H1 -2.108 -0.386 -0.276
H2 -1.063 -0.173 -1.712
H3 -0.099 -1.719 0.802
H4 1.088 -0.758 -1.069
H5 2.295 -0.567 0.316
H6 0.827 0.683 1.727

# 5
Density functional theory data (wB97M-V/def2-TZVPD) for C7H16AsInN3S6 as an isolated structure.

As for the energy above the lowest of the compared OMol25 structures with the same formula, charge and spin: 52.8 kcal/mol. Its HOMO energy is -0.39348 hartree. For the LUMO energy, the calculation gives -4.723 eV. As for the frontier orbital gap: 6.0 eV. As for the charge: +1.

Atoms and positions in Å:
In1 -2.031 -0.396 1.911
S1 0.998 0.514 1.639
S2 2.411 3.438 1.747
S3 -1.374 2.654 -0.025
S4 -1.407 0.663 -0.566
C1 1.585 2.218 -1.612
As1 0.020 3.316 -1.559
C2 -0.858 3.200 -3.256
C3 0.462 5.141 -1.176
S5 0.970 2.308 2.297
H1 2.169 2.489 -2.490
H2 1.257 1.183 -1.674
H3 2.164 2.376 -0.704
H4 -0.156 3.467 -4.044
H5 -1.708 3.879 -3.259
H6 -1.202 2.176 -3.387
H7 1.082 5.541 -1.976
H8 1.001 5.174 -0.231
H9 -0.460 5.716 -1.100
C4 0.992 -3.701 3.475
C5 1.341 -3.468 2.004
C6 0.115 -3.411 1.149
N1 -0.650 -2.381 1.047
N2 -1.762 -2.570 0.262
C7 -1.810 -3.768 -0.241
N3 -2.775 -4.185 -1.093
S6 -0.467 -4.761 0.227
H10 1.900 -3.737 4.076
H11 0.460 -4.643 3.608
H12 0.361 -2.897 3.853
H13 2.001 -4.257 1.640
H14 1.875 -2.524 1.884
H15 -3.576 -3.583 -1.194
H16 -2.928 -5.168 -1.231

# 6
Density functional theory data (wB97M-V/def2-TZVPD) for a 2-piece molecular cluster, C5H8F2N2O overall in a non-equilibrium geometry.

Its HOMO energy (alpha / beta) is -0.18832 / -0.41186 hartree. For the LUMO energy (alpha / beta), the calculation gives 0.638 / -2.059 eV. As for the frontier orbital gap (alpha / beta): 5.8 / 9.1 eV. Its spin multiplicity is 3.

Atoms and positions in Å:
C1 1.353 1.067 -0.619
C2 1.931 0.785 0.746
C3 0.890 -0.363 -0.995
C4 1.056 -0.227 1.335
C5 0.484 -0.800 0.298
N1 -3.094 0.680 0.294
N2 -2.560 -0.343 0.049
O1 -3.102 -1.480 -0.457
F1 -0.402 -1.847 0.373
F2 -4.536 0.860 -0.096
H1 0.456 1.621 -0.486
H2 1.983 1.554 -1.323
H3 2.889 0.269 0.711
H4 2.015 1.822 1.381
H5 0.071 -0.321 -1.781
H6 1.711 -0.824 -1.489
H7 1.087 -0.402 2.412
H8 -2.232 -2.052 -0.353